a.
An isolated ion of composition C6H14NS and charge -1. Source: OMol25; level of theory: the ωB97M-V functional and the def2-TZVPD basis.

The geometry in ORCA input format:
```
! wB97M-V def2-TZVPD RIJCOSX def2/J DEFGRID3
* xyz -1 1
C 2.36 1.49 0.00
C 0.99 0.94 0.45
C -0.08 2.01 0.23
C 0.60 -0.36 -0.30
N 0.13 -1.44 0.55
C -1.02 -2.17 -0.01
C -2.26 -1.39 -0.48
S -3.83 -2.18 0.09
H 2.29 2.39 -0.62
H 2.85 0.84 -0.74
H 3.05 1.61 0.84
H 1.10 0.77 1.52
H 0.07 2.84 0.93
H -1.10 1.63 0.39
H -0.06 2.45 -0.77
H -0.04 -0.06 -1.13
H 1.52 -0.71 -0.76
H -0.02 -1.13 1.50
H -0.61 -2.87 -0.74
H -1.39 -2.82 0.76
H -2.25 -0.35 -0.15
H -2.29 -1.48 -1.57
*
```

Its SMILES is CC(C)CNCC[S-]. As for the LUMO energy: 0.121 Ha.

---

b.
A 2-piece molecular cluster, C6H14NS overall. Source: OMol25; level of theory: the ωB97M-V functional and the def2-TZVPD basis.

The geometry in ORCA input format:
```
! wB97M-V def2-TZVPD RIJCOSX def2/J DEFGRID3
* xyz -1 1
C -3.72 1.05 0.65
C -2.92 1.94 -0.29
C -1.78 1.21 -0.95
S -0.39 0.90 0.23
H -3.84 0.03 0.22
H -4.69 1.51 0.91
H -3.13 0.91 1.58
H -3.53 2.44 -1.04
H -2.47 2.71 0.34
H -1.42 1.94 -1.68
H -2.11 0.31 -1.42
C 1.13 -2.11 -0.03
C 2.56 -1.57 0.03
C 3.61 -2.27 -0.49
N 2.63 -0.33 0.63
H 0.60 -1.63 -0.82
H 0.61 -1.91 0.92
H 1.13 -3.19 -0.18
H 4.63 -1.84 -0.48
H 3.44 -3.23 -0.93
H 1.73 0.14 0.54
H 3.44 0.26 0.39
*
```

As for the LUMO energy: 0.145 Ha.

---

Which of them is most stable? Easy: b.

---

a.
One molecule with the formula C3H7ClN2. Source: OMol25; level of theory: the ωB97M-V functional and the def2-TZVPD basis.

The geometry in ORCA input format:
```
! wB97M-V def2-TZVPD RIJCOSX def2/J DEFGRID3
* xyz 0 1
N -2.52 -0.87 0.07
N -1.65 0.12 -0.08
C -0.42 -0.20 -0.14
C 0.65 0.80 -0.40
C 1.82 0.50 0.48
Cl 2.72 -0.90 -0.15
H -3.51 -0.68 -0.15
H -2.26 -1.80 0.26
H -0.13 -1.26 -0.14
H 1.08 0.86 -1.44
H 0.16 1.78 -0.19
H 2.51 1.37 0.42
H 1.54 0.27 1.45
*
```

Its SMILES is N/N=C/CCCl. As for the LUMO energy: 0.042 Ha.

---

b.
One molecule with the formula C3H7ClN2. Source: OMol25; level of theory: the ωB97M-V functional and the def2-TZVPD basis.

The geometry in ORCA input format:
```
! wB97M-V def2-TZVPD RIJCOSX def2/J DEFGRID3
* xyz 0 1
N 2.28 -0.83 -0.08
C 1.01 -0.30 -0.41
C -0.12 -0.38 0.60
Cl -1.74 -0.70 -0.10
C 0.52 0.91 0.33
N -0.04 2.10 -0.22
H 2.17 -1.42 0.72
H 2.62 -1.42 -0.83
H 0.66 -0.34 -1.44
H -0.05 -0.89 1.51
H 1.26 1.17 1.11
H -0.45 2.66 0.52
H -0.76 1.90 -0.87
*
```

Its SMILES is N[C@H]1C(Cl)[C@@H]1N. As for the LUMO energy: 0.036 Ha.

---

Which of them is most stable? Easy: b.

---

a.
A 2-piece molecular cluster, C2H6OS2 overall. Source: OMol25; level of theory: the ωB97M-V functional and the def2-TZVPD basis.

The geometry in ORCA input format:
```
! wB97M-V def2-TZVPD RIJCOSX def2/J DEFGRID3
* xyz 0 1
C 1.32 1.14 0.04
C 0.39 1.56 -0.88
O -0.42 0.79 -1.55
H 2.29 1.76 0.36
H 1.63 0.07 0.09
H 0.11 2.55 -1.10
H -0.11 0.68 -2.50
S -1.13 -2.19 0.24
S -1.29 -1.97 2.43
H -1.35 -0.96 0.19
H -1.44 -3.41 2.69
*
```

Its SMILES is C=CO.SS. As for the LUMO energy: 0.000 Ha.

---

b.
A 2-piece molecular cluster, C2H6OS2 overall. Source: OMol25; level of theory: the ωB97M-V functional and the def2-TZVPD basis.

The geometry in ORCA input format:
```
! wB97M-V def2-TZVPD RIJCOSX def2/J DEFGRID3
* xyz 0 1
C 0.37 1.58 0.34
C -0.51 1.16 -0.54
O -0.96 1.82 -1.65
H 0.61 0.75 1.00
H 0.51 2.62 0.60
H -0.71 0.09 -0.57
H -1.62 2.50 -1.55
S 0.98 -2.40 -0.40
S 0.11 -2.20 1.48
H 0.02 -3.24 -0.79
H 1.20 -2.69 2.07
*
```

Its SMILES is C=CO.SS. As for the LUMO energy: 0.009 Ha.

---

c.
A 2-piece molecular cluster, C2H6OS2 overall. Source: OMol25; level of theory: the ωB97M-V functional and the def2-TZVPD basis.

The geometry in ORCA input format:
```
! wB97M-V def2-TZVPD RIJCOSX def2/J DEFGRID3
* xyz 0 1
C 0.97 0.89 3.63
C 2.00 1.05 2.68
O 2.12 2.03 1.73
H 0.90 -0.01 4.20
H 0.38 1.78 3.81
H 3.00 0.71 2.78
H 1.25 2.46 1.63
S -1.35 -0.06 -2.47
S -1.07 -1.87 -1.30
H -1.23 0.67 -1.37
H -0.44 -2.68 -2.41
*
```

Its SMILES is C=CO.SS. As for the LUMO energy: 0.000 Ha.

---

d.
A 2-piece molecular cluster, C2H6OS2 overall. Source: OMol25; level of theory: the ωB97M-V functional and the def2-TZVPD basis.

The geometry in ORCA input format:
```
! wB97M-V def2-TZVPD RIJCOSX def2/J DEFGRID3
* xyz 0 1
C 2.56 -0.13 -0.24
C 1.65 0.76 -0.84
O 1.75 0.93 -2.16
H 2.76 -0.21 0.84
H 3.14 -0.77 -0.96
H 0.94 1.43 -0.34
H 1.16 1.72 -2.34
S -1.37 -0.78 -0.21
S -1.53 0.03 1.74
H -0.67 -1.79 0.44
H -0.24 0.50 1.71
*
```

Its SMILES is C=CO.SS. As for the LUMO energy: 0.006 Ha.

---

Which of them is most stable? Easy: b.

---

a.
A 3-piece molecular cluster, H5O3 overall. Source: OMol25; level of theory: the ωB97M-V functional and the def2-TZVPD basis.

The geometry in ORCA input format:
```
! wB97M-V def2-TZVPD RIJCOSX def2/J DEFGRID3
* xyz -1 1
O 0.22 -1.17 0.00
H -0.14 -1.97 0.45
O 1.75 0.89 -0.17
H 1.24 1.68 -0.20
H 1.15 0.08 0.02
O -1.89 0.30 0.21
H -1.73 0.54 -0.71
H -1.15 -0.41 0.27
*
```

As for the LUMO energy: 0.182 Ha.

---

b.
A 3-piece molecular cluster, H5O3 overall. Source: OMol25; level of theory: the ωB97M-V functional and the def2-TZVPD basis.

The geometry in ORCA input format:
```
! wB97M-V def2-TZVPD RIJCOSX def2/J DEFGRID3
* xyz -1 1
O -1.30 -0.07 -1.57
H -1.67 -0.73 -0.94
O 0.66 1.46 1.75
H -0.12 1.31 1.18
H 1.17 0.90 1.27
O 0.73 -0.90 -0.53
H -0.42 -0.32 -1.00
H 0.94 -1.66 -0.16
*
```

As for the LUMO energy: 0.187 Ha.

---

c.
A 3-piece molecular cluster, H5O3 overall. Source: OMol25; level of theory: the ωB97M-V functional and the def2-TZVPD basis.

The geometry in ORCA input format:
```
! wB97M-V def2-TZVPD RIJCOSX def2/J DEFGRID3
* xyz -1 1
O -0.44 0.46 -0.42
H -0.88 1.34 -0.60
O 1.94 0.23 -0.98
H 2.68 0.19 -0.42
H 0.93 0.35 -0.60
O -1.75 -0.93 1.24
H -0.88 -1.40 1.21
H -1.58 -0.24 0.56
*
```

As for the LUMO energy: 0.180 Ha.

---

Which of them is most stable? Easy: a.